Record 1
Entry from OMol25: C16H18F3N3O5PdS as an isolated structure (the ωB97M-V functional and the def2-TZVPD basis).

Geometry as XYZ:
```
47
Properties=species:S:1:pos:R:3:forces:R:3:lowdin_charge:R:1
Pd 0.325 -0.334 0.101 0.22 -0.32 -0.09 1.0697
O -5.174 -3.203 3.227 0.01 0.24 0.14 -0.0055
C -5.204 -2.697 2.096 0.00 -0.56 -0.29 -0.7159
O -6.108 -2.531 1.264 -0.05 0.15 0.06 -0.0118
C -3.817 -2.290 1.578 0.06 0.19 0.05 -0.0610
C -3.406 -2.616 0.288 -0.06 -0.01 -0.01 0.0342
C -2.160 -2.231 -0.161 -0.02 0.02 0.06 -0.0785
N -1.317 -1.555 0.625 -0.14 0.12 -0.04 -0.0117
C -1.706 -1.225 1.880 0.04 -0.09 0.09 -0.1736
C -2.930 -1.571 2.386 0.04 -0.04 0.06 0.0837
C -0.674 -0.448 2.644 0.23 -0.39 -0.50 -0.5412
O -0.885 0.181 3.662 -0.22 0.12 0.22 0.0870
O 0.520 -0.450 2.086 -0.18 0.09 0.11 -0.1893
H -4.088 -3.144 -0.364 -0.01 0.02 0.01 0.1281
H -1.813 -2.438 -1.163 0.00 0.04 -0.01 0.1007
H -3.202 -1.306 3.399 -0.01 -0.01 0.00 0.1417
F 2.894 -0.268 1.182 -0.01 0.05 0.00 0.1298
C 2.349 -0.297 -0.025 -0.02 0.16 -0.09 -0.6477
F 2.950 0.653 -0.748 -0.03 -0.08 -0.02 0.0682
F 2.618 -1.476 -0.587 -0.02 -0.03 0.05 0.1229
C -0.977 -0.270 -3.946 0.04 -0.03 -0.04 -0.0342
C 0.161 -0.620 -2.985 -0.01 -0.05 0.02 -0.7033
C 1.413 0.146 -3.395 0.01 0.00 0.06 -0.0413
C 0.409 -2.130 -3.003 0.03 0.01 -0.01 -0.0380
O -0.350 -0.203 -1.725 -0.02 0.20 0.07 -0.3571
H -0.734 -0.607 -4.956 0.00 0.00 0.00 0.0919
H -1.141 0.807 -3.963 0.00 0.00 0.00 0.0869
H -1.898 -0.758 -3.627 -0.01 0.01 0.00 0.0854
H 1.676 -0.089 -4.427 -0.03 0.02 -0.01 0.0903
H 2.267 -0.114 -2.775 0.02 -0.03 -0.04 0.0570
H 1.235 1.221 -3.318 0.02 0.00 0.02 0.0868
H 1.016 -2.416 -3.864 -0.04 -0.01 -0.02 0.0894
H -0.534 -2.676 -3.062 0.00 0.00 0.04 0.0759
H 0.936 -2.452 -2.105 0.05 0.02 0.00 0.0656
C 2.967 3.774 0.356 0.01 0.01 0.00 0.0024
N 2.316 3.205 1.533 0.06 -0.02 0.02 -0.1011
C 2.689 3.428 2.834 0.03 0.05 -0.06 -0.0121
C 1.838 2.721 3.621 -0.11 -0.06 0.01 -0.0086
N 0.952 2.102 2.792 0.15 0.30 -0.43 0.1226
C 1.251 2.383 1.515 0.01 0.01 0.21 -0.6280
S 0.411 1.926 0.067 -0.02 -0.04 -0.07 0.8796
H 3.827 4.346 0.693 0.01 -0.01 0.00 0.0997
H 2.280 4.430 -0.173 0.00 0.01 0.01 0.1001
H 3.289 2.975 -0.305 -0.01 0.01 0.00 0.0818
H 3.514 4.069 3.087 0.00 0.00 0.00 0.1327
H 1.793 2.614 4.689 0.00 -0.02 0.00 0.1380
H 0.218 1.436 3.074 -0.01 -0.02 0.42 0.1078
```
Forces are in eV/Å.

Properties
Charge: 0
M: 527.8 g mol⁻¹
Energy above the lowest of the compared OMol25 structures with the same formula, charge and spin: 23.4 kcal per mole
Spin multiplicity: 1
DFT total energy: -1986.5678 a.u.
Strongest force on any atom: 0.67 eV Å⁻¹
Frontier orbital gap (alpha / beta): 0.1586 / 0.1586 Ha

Record 2
Entry from OMol25: C16H18IMgN3O2 as an isolated structure at a distorted geometry (the ωB97M-V functional and the def2-TZVPD basis).

Geometry as XYZ:
```
41
Properties=species:S:1:pos:R:3:forces:R:3:lowdin_charge:R:1
C 1.861 -1.471 4.299 -0.93 -0.09 0.36 -0.3330
C 0.896 -2.655 4.238 0.35 0.06 0.49 -0.1711
H 2.857 -1.736 3.937 -0.13 0.11 0.03 0.0357
H 1.938 -1.066 5.313 0.11 -0.20 0.06 0.0655
H 1.467 -0.661 3.666 0.11 -1.13 1.43 -0.2084
H 0.661 -2.929 3.200 0.02 0.00 0.26 0.0530
H 1.371 -3.503 4.741 -0.32 -0.19 -0.16 0.0553
H -0.030 -2.410 4.776 0.14 -0.17 -0.29 0.0653
C 2.083 1.745 -1.461 0.22 0.03 0.09 -0.1236
C 2.591 2.255 -2.661 -0.17 -0.16 0.29 -0.0330
C 2.070 1.772 -3.858 -0.19 -0.20 0.17 -0.0428
C 1.047 0.828 -3.797 0.01 -0.25 0.90 0.0063
H 2.418 2.138 -0.496 0.00 -0.29 -0.33 0.0598
H 3.385 3.005 -2.614 -0.37 -0.23 -0.13 0.1135
H 2.429 2.106 -4.834 -0.08 0.03 0.37 0.1152
H 0.571 0.465 -4.699 0.29 0.18 0.06 0.0952
N 1.182 0.758 -1.391 -0.51 -0.03 -0.51 0.0539
C 0.637 0.319 -2.540 1.06 0.87 -0.78 -0.2054
C -0.444 -0.676 -2.457 -0.79 -0.74 0.11 -0.1857
N -0.791 -1.135 -1.225 -0.68 0.24 -0.77 0.0516
C -1.942 -1.834 -1.123 0.19 -0.10 -0.50 -0.0841
C -2.237 -1.919 -3.513 0.36 0.13 0.35 -0.0357
C -2.671 -2.280 -2.235 0.31 0.19 0.31 -0.0355
H -2.301 -2.014 -0.108 0.22 -0.18 -0.24 0.1231
H -3.548 -2.906 -2.078 0.20 0.24 -0.06 0.1112
C -1.140 -1.068 -3.616 0.10 -0.08 0.51 0.0074
H -0.808 -0.704 -4.585 -0.29 -0.24 0.30 0.1023
H -2.727 -2.269 -4.421 -0.03 0.09 0.33 0.1167
Mg 0.176 -0.190 0.492 0.12 1.00 -0.50 0.4120
I 2.253 0.447 2.021 0.51 1.27 -2.08 0.4199
O -2.085 -0.238 2.371 0.15 1.50 -0.89 -0.0026
C -2.184 0.830 1.732 0.44 -0.67 0.12 -0.4938
C -3.197 1.943 1.931 -0.38 0.00 0.22 -0.0957
C -3.102 2.753 0.648 -0.04 0.32 -0.47 -0.0929
C -1.981 2.070 -0.163 -0.14 -0.03 0.00 -0.4699
O -1.731 2.269 -1.349 0.02 -0.13 1.19 0.0343
N -1.380 1.129 0.656 -0.31 -0.40 -0.14 0.0303
H -4.195 1.529 2.102 0.18 0.03 0.12 0.1195
H -2.933 2.589 2.776 0.01 -0.52 0.08 0.1249
H -4.030 2.747 0.060 0.30 0.11 0.13 0.1191
H -2.835 3.798 0.880 -0.06 -0.35 -0.43 0.1225
```
Forces are in eV/Å.

Properties
Charge: 0
M: 435.5 g mol⁻¹
Energy above the lowest of the compared OMol25 structures with the same formula, charge and spin: 0.0 kcal per mole
Spin multiplicity: 1
DFT total energy: -1433.1790 a.u.
Strongest force on any atom: 2.49 eV Å⁻¹
Frontier orbital gap: 0.2427 Ha

Record 3
Entry from OMol25: C16H18INPtSbSe5Si as an isolated structure at a distorted geometry (the ωB97M-V functional and the def2-TZVPD basis).

Geometry as XYZ:
```
44
Properties=species:S:1:pos:R:3:forces:R:3:lowdin_charge:R:1
Pt 1.581 -0.034 -0.666 -0.22 -1.98 -0.29 0.3159
Se 3.759 0.464 0.433 -0.03 -0.41 -0.93 -0.0606
Sb 4.349 -1.831 -0.558 2.07 -0.19 0.35 -0.2744
Se 2.210 -2.534 -1.779 -0.78 2.42 0.87 0.1597
Se 6.170 -1.612 -2.202 -0.82 -0.08 0.47 -0.2551
Se 4.798 -3.299 1.362 -0.29 0.25 -0.56 -0.2008
I 0.515 1.609 1.920 0.24 -0.60 0.19 0.9166
C 1.037 -0.381 2.525 -0.31 0.68 0.12 -0.7470
C 1.245 -0.697 3.851 -0.01 0.15 -0.01 -0.1200
C 1.603 -2.008 4.140 -0.06 -0.14 -0.21 -0.0550
C 1.688 -2.933 3.112 -0.24 0.25 0.26 -0.0841
C 1.400 -2.511 1.824 0.08 -0.35 -0.17 -0.1870
N 1.110 -1.249 1.544 0.20 0.59 -0.65 -0.0648
H 1.151 0.052 4.621 0.02 0.04 0.03 0.0925
H 1.803 -2.296 5.162 0.06 -0.02 0.04 0.1078
H 1.982 -3.954 3.291 0.02 -0.07 -0.03 0.1015
H 1.407 -3.195 0.983 0.17 0.07 0.02 0.0662
Se 2.262 1.132 -2.855 -0.55 -0.90 1.55 0.6820
C 1.747 2.745 -1.975 -0.04 -0.03 -0.34 -0.6822
C 0.409 2.934 -1.636 0.01 -0.03 -0.15 -0.1836
C 0.028 4.100 -0.998 -0.10 0.05 0.21 -0.1177
C 0.969 5.068 -0.690 -0.04 0.05 0.09 -0.0997
C 2.298 4.882 -1.037 0.06 0.16 -0.03 -0.0884
C 2.689 3.729 -1.691 0.06 -0.11 0.06 -0.1313
H -0.323 2.170 -1.875 0.08 0.02 0.03 0.0837
H -1.004 4.240 -0.716 -0.15 0.04 0.00 0.1015
H 0.669 5.966 -0.170 -0.03 0.10 0.04 0.0969
H 3.029 5.642 -0.796 0.05 0.02 0.00 0.1013
H 3.725 3.575 -1.964 0.01 -0.07 0.05 0.1037
C -3.774 -2.465 0.546 0.18 0.49 -0.47 -0.1928
Si -3.355 -1.248 -0.867 -0.10 -0.03 0.06 0.4702
C -3.778 -2.111 -2.518 0.21 0.36 0.56 -0.1921
C -4.413 0.334 -0.682 0.37 -0.57 -0.08 -0.1939
C -1.570 -0.781 -0.820 -0.80 -0.17 0.01 -0.2377
C -0.395 -0.465 -0.801 0.69 0.01 -1.06 -0.3986
H -4.840 -2.681 0.569 -0.20 -0.02 -0.06 0.0167
H -3.495 -2.073 1.519 0.08 0.15 0.13 0.0186
H -3.246 -3.404 0.411 0.13 -0.16 -0.08 0.0199
H -4.837 -2.346 -2.588 -0.20 -0.02 0.08 0.0174
H -3.222 -3.039 -2.616 0.13 -0.15 0.04 0.0213
H -3.519 -1.487 -3.368 0.07 0.16 -0.10 0.0205
H -5.477 0.115 -0.635 -0.15 -0.12 -0.01 0.0166
H -4.245 0.998 -1.525 0.06 0.10 -0.19 0.0183
H -4.145 0.880 0.217 0.10 0.03 0.19 0.0181
```
Forces are in eV/Å.

Properties
Charge: -1
M: 1091.0 g mol⁻¹
Energy above the lowest of the compared OMol25 structures with the same formula, charge and spin: 36.4 kcal per mole
Spin multiplicity: 1
DFT total energy: -13629.2330 a.u.
Strongest force on any atom: 2.68 eV Å⁻¹
Frontier orbital gap (alpha / beta): 0.1528 / 0.1528 Ha

Record 4
Entry from OMol25: an isolated molecule of C16H18N2O2S at a distorted geometry (the ωB97M-V functional and the def2-TZVPD basis).

Geometry as XYZ:
```
39
Properties=species:S:1:pos:R:3:forces:R:3:lowdin_charge:R:1
C 2.872 4.317 1.912 -0.06 0.19 -0.09 -0.0951
H 3.484 4.609 1.052 -0.04 -0.02 0.03 0.0947
O 3.242 3.055 2.406 0.08 -0.34 0.05 -0.0874
C 3.142 1.976 1.577 0.01 -0.11 -0.01 -0.2796
C 2.685 2.016 0.266 -0.02 0.37 0.19 -0.0210
C 2.632 0.849 -0.481 0.09 -0.20 0.07 -0.0469
C 3.027 -0.369 0.046 0.06 0.04 -0.25 -0.2592
C 3.482 -0.397 1.362 -0.04 0.14 -0.03 -0.0317
C 3.540 0.753 2.118 -0.03 0.20 0.06 0.0018
H 3.895 0.735 3.136 0.05 0.00 0.13 0.1176
H 3.799 -1.335 1.795 0.05 -0.12 0.07 0.1179
C 2.941 -1.637 -0.756 -0.17 -0.11 0.18 -0.1608
H 2.861 -1.398 -1.819 0.07 -0.01 -0.04 0.1129
H 3.850 -2.223 -0.609 0.02 0.01 -0.10 0.1160
C 1.738 -2.488 -0.335 -0.08 0.13 -0.22 -0.1877
C 0.416 -1.771 -0.591 0.26 -0.40 0.20 -0.1160
C -0.766 -2.638 -0.199 0.12 0.14 -0.07 -0.4604
O -0.690 -3.759 0.230 0.09 -0.11 0.05 0.1007
N -1.964 -1.983 -0.401 -0.25 1.01 -0.37 0.0149
N -3.126 -2.579 -0.124 -0.33 -0.69 0.28 0.0592
C -4.259 -2.022 -0.294 0.25 -0.39 0.14 -0.1687
C -4.642 -0.722 -0.785 0.05 0.88 -0.35 -0.4815
C -5.943 -0.294 -0.901 0.40 -0.28 0.10 -0.1322
C -6.067 1.012 -1.407 0.07 0.23 -0.09 -0.1845
C -4.867 1.588 -1.679 0.32 -0.18 0.06 -0.4041
S -3.558 0.538 -1.320 -0.65 -0.16 0.09 1.0382
H -4.661 2.565 -2.069 -0.02 0.21 -0.08 0.0623
H -7.010 1.505 -1.562 -0.14 0.11 -0.04 0.1045
H -6.782 -0.909 -0.628 -0.12 -0.17 0.07 0.1130
H -5.094 -2.653 -0.017 -0.09 -0.04 0.02 0.1156
H -1.936 -1.030 -0.765 0.15 -0.41 0.16 0.0562
H 0.381 -0.840 -0.018 -0.06 0.05 -0.06 0.1233
H 0.325 -1.517 -1.650 -0.04 0.09 -0.03 0.1294
H 1.809 -2.728 0.726 0.01 -0.09 0.00 0.1188
H 1.743 -3.430 -0.887 -0.01 -0.04 0.09 0.1191
H 2.278 0.900 -1.502 -0.02 -0.01 -0.11 0.1135
H 2.370 2.942 -0.188 -0.01 0.10 0.00 0.1005
H 1.813 4.346 1.631 0.05 0.00 -0.01 0.0943
H 3.044 5.016 2.729 -0.03 -0.01 -0.09 0.0921
```
Forces are in eV/Å.

Properties
Charge: 0
M: 302.4 g mol⁻¹
Energy above the lowest of the compared OMol25 structures with the same formula, charge and spin: 64.5 kcal per mole
SMILES: COc1ccc(CCCC(=O)N/N=C\c2cccs2)cc1
Spin multiplicity: 1
DFT total energy: -1278.6344 a.u.
Strongest force on any atom: 1.10 eV Å⁻¹
Frontier orbital gap: 0.3150 Ha

Record 5
Entry from OMol25: an isolated molecule of C16H18N4O4S2 at a distorted geometry (the ωB97M-V functional and the def2-TZVPD basis).

Geometry as XYZ:
```
44
Properties=species:S:1:pos:R:3:forces:R:3:lowdin_charge:R:1
C -3.413 2.208 1.895 0.30 0.24 -0.14 -0.0592
C -2.754 3.110 0.863 -0.31 -0.37 -0.16 -0.2079
H -2.469 2.532 -0.023 -0.06 0.16 0.09 0.1195
H -3.413 3.931 0.575 0.11 -0.09 0.00 0.1237
O -1.586 3.746 1.396 -0.10 0.36 0.17 0.0075
C -0.459 3.045 1.397 0.44 -0.04 0.05 -0.4565
O -0.337 1.935 0.946 -0.21 0.00 0.03 0.1018
C 0.678 3.839 2.030 0.03 -0.11 0.13 -0.0544
N 1.926 3.132 1.913 -0.25 0.38 -0.29 0.0667
C 2.396 2.398 2.948 0.41 0.09 -0.25 -0.5697
O 1.992 2.492 4.085 -0.12 -0.12 0.42 0.0606
C 3.517 1.445 2.552 -0.33 -0.27 -0.13 -0.3393
H 4.138 1.221 3.418 -0.05 0.05 -0.06 0.0854
H 4.112 1.810 1.718 0.06 0.03 0.05 0.0815
S 2.785 -0.161 2.075 0.25 -0.12 0.51 0.9445
C 2.108 0.239 0.537 -0.30 -0.16 -0.46 -0.9470
N 2.380 1.303 -0.145 0.80 -0.43 1.13 -0.0927
N 1.706 1.395 -1.283 -0.83 0.27 -1.59 0.0168
C 0.916 0.399 -1.507 0.41 -0.63 1.11 -0.5847
N 0.103 0.375 -2.600 -0.27 0.32 -0.71 0.1278
C -0.822 -0.570 -3.011 0.09 0.28 -0.03 -0.4322
O -1.687 -0.251 -3.792 -0.14 -0.10 0.00 0.1059
C -0.639 -1.945 -2.488 -0.05 -0.39 -0.09 -0.2202
C 0.579 -2.603 -2.645 -0.18 0.07 -0.09 -0.0790
C 0.719 -3.908 -2.216 -0.04 -0.03 -0.01 -0.0377
C -0.341 -4.580 -1.617 0.03 0.07 -0.05 -0.2673
C -1.557 -3.920 -1.478 0.01 0.03 0.01 -0.0282
C -1.713 -2.621 -1.920 0.08 0.17 -0.03 -0.0117
H -2.662 -2.115 -1.822 -0.10 0.04 -0.01 0.1243
H -2.392 -4.433 -1.024 -0.09 -0.06 0.04 0.1152
C -0.172 -5.980 -1.117 0.02 0.00 0.07 -0.0456
H 0.582 -6.511 -1.694 0.03 -0.08 -0.01 0.0790
H -1.110 -6.528 -1.168 -0.03 -0.08 0.01 0.0793
H 0.151 -5.962 -0.076 0.02 -0.08 0.06 0.0883
H 1.665 -4.413 -2.346 0.09 -0.06 -0.03 0.1165
H 1.409 -2.095 -3.116 0.08 0.06 -0.01 0.1236
H 0.040 1.268 -3.080 -0.04 -0.16 0.06 0.1650
S 0.945 -0.822 -0.237 0.48 0.88 -0.02 1.0943
H 2.199 2.844 0.975 0.07 -0.03 0.29 0.0989
H 0.462 3.970 3.095 -0.03 0.08 -0.18 0.1376
H 0.739 4.821 1.554 -0.09 -0.06 0.09 0.1365
H -2.741 1.397 2.164 0.00 -0.08 0.02 0.0758
H -3.657 2.776 2.789 -0.07 0.02 0.08 0.0795
H -4.324 1.787 1.480 -0.12 -0.06 -0.02 0.0778
```
Forces are in eV/Å.

Properties
Charge: 0
M: 394.5 g mol⁻¹
Energy above the lowest of the compared OMol25 structures with the same formula, charge and spin: 14.6 kcal per mole
SMILES: CCOC(=O)CNC(=O)CSc1nnc(NC(=O)c2ccc(C)cc2)s1
Spin multiplicity: 1
DFT total energy: -1936.9070 a.u.
Strongest force on any atom: 1.81 eV Å⁻¹
Frontier orbital gap: 0.3190 Ha

> The highest DFT total energy belongs to which entry?

C16H18N2O2S

> Look up the strongest force on any atom of the third one.

2.68 eV Å⁻¹

> Which formula does entry 3 have?

C16H18INPtSbSe5Si

> Which formula does entry 2 have?

C16H18IMgN3O2